Record 1
{"formula": "C32H24AuBrN6OS2", "method": "wB97M-V/def2-TZVPD", "e_tot_ha": -5143.1086, "homo_lumo_gap_ev": [4.45, 4.40], "total_charge": 2, "e_homo_ev": [-13.16, -13.14], "species": ["Au", "Br", "C", "C", "C", "C", "O", "C", "C", "N", "C", "C", "C", "C", "C", "C", "C", "C", "N", "C", "C", "H", "H", "H", "H", "H", "H", "H", "H", "H", "H", "S", "C", "C", "C", "N", "C", "C", "C", "C", "C", "N", "C", "C", "H", "H", "H", "H", "H", "H", "H", "H", "N", "C", "S", "C", "C", "C", "N", "C", "C", "H", "H", "H", "H", "H", "H"], "positions_angstrom": [[-1.499168, 0.335902, 0.587582], [3.874888, -4.769083, 2.072690], [2.761009, -3.242047, 1.928263], [3.310207, -1.967774, 2.151044], [2.530708, -0.862673, 2.009396], [1.141439, -0.930794, 1.662710], [0.504194, 0.156902, 1.598991], [0.593848, -2.253382, 1.437710], [-0.753719, -2.545916, 1.095571], [-1.705305, -1.742017, 0.749375], [-2.987445, -2.177210, 0.419899], [-3.306524, -3.440864, -0.044847], [-4.627566, -3.789662, -0.345454], [-5.653302, -2.906095, -0.144719], [-5.377900, -1.604987, 0.326217], [-6.379597, -0.644322, 0.571592], [-6.024307, 0.617869, 0.975042], [-4.665906, 0.928413, 1.099835], [-3.717154, 0.049982, 0.879462], [-4.028949, -1.220649, 0.546499], [1.437096, -3.374060, 1.585764], [4.345371, -1.879243, 2.440447], [2.934487, 0.124401, 2.175466], [-0.996871, -3.608523, 1.136291], [-2.536152, -4.174799, -0.217691], [-4.832714, -4.773162, -0.737321], [-6.672863, -3.178780, -0.365716], [-7.418630, -0.913450, 0.445152], [-6.763327, 1.373393, 1.188323], [-4.349392, 1.916677, 1.397857], [1.031035, -4.360983, 1.412276], [4.185887, -0.827506, -3.321580], [2.688420, -0.510339, -2.385957], [2.472018, 0.713925, -1.770709], [1.250128, 0.931873, -1.156377], [0.276574, 0.029786, -1.134861], [0.499289, -1.146264, -1.701718], [1.685403, -1.469142, -2.341948], [5.246965, -1.287917, -1.939036], [5.933148, -0.339715, -1.198286], [6.745715, -0.797828, -0.167630], [6.865587, -2.077635, 0.105576], [6.232677, -2.983082, -0.602038], [5.396976, -2.636396, -1.657587], [3.218514, 1.493158, -1.801899], [1.035623, 1.870306, -0.668186], [-0.311934, -1.858372, -1.662497], [1.813722, -2.427034, -2.819065], [5.865504, 0.712963, -1.420302], [7.318033, -0.118452, 0.448313], [6.392815, -4.015853, -0.325544], [4.899646, -3.391773, -2.244771], [-0.634968, 7.475895, 0.201772], [-1.497305, 6.666351, -0.405181], [-2.653077, 7.292476, -1.422374], [-1.440822, 5.212648, -0.166317], [-2.282525, 4.364928, -0.893735], [-2.270719, 3.008168, -0.645823], [-1.470471, 2.457900, 0.265483], [-0.641879, 3.239062, 0.950390], [-0.592862, 4.611879, 0.770469], [-0.703218, 8.471174, 0.043058], [0.087500, 7.155304, 0.825910], [-2.946803, 4.776737, -1.638200], [-2.922093, 2.338633, -1.189916], [-0.002852, 2.735432, 1.661748], [0.093893, 5.185646, 1.371111]], "forces_ev_per_angstrom": [[-0.6, -1.1, 0.6], [-0.2, 0.3, 0.0], [-0.4, -0.6, -0.2], [-0.2, -0.2, 0.0], [-0.5, 0.4, -0.2], [0.9, -1.6, -0.1], [-1.9, 1.7, -0.2], [-0.3, 0.6, 0.0], [1.2, 0.0, 0.4], [0.9, 2.0, -0.3], [-1.6, -0.4, -0.5], [0.5, 0.5, 0.2], [-0.5, 0.2, 0.0], [0.2, -0.1, 0.0], [0.4, 0.1, 0.0], [0.1, 0.3, 0.0], [0.0, -0.3, 0.0], [0.0, 0.5, 0.1], [1.6, 0.6, -0.3], [-0.2, -1.2, -0.3], [0.9, -0.4, 0.3], [0.2, 0.0, 0.0], [0.0, 0.1, 0.0], [-0.2, 0.2, 0.0], [0.1, -0.1, 0.0], [0.0, -0.1, 0.0], [-0.1, -0.1, 0.0], [-0.1, 0.0, 0.0], [0.0, 0.1, 0.0], [0.0, 0.1, -0.1], [0.0, -0.1, 0.0], [0.0, 0.1, 0.4], [0.3, -0.2, -0.4], [-0.4, 0.0, 0.1], [0.4, 0.4, 0.0], [-0.5, 0.1, 0.2], [0.0, -0.5, -0.3], [-0.1, 0.3, 0.1], [-0.3, -0.1, -0.4], [0.1, 0.0, 0.1], [-0.4, 0.3, -0.4], [0.8, -0.4, 1.1], [-0.5, -0.1, -0.5], [0.1, 0.0, 0.2], [0.0, 0.0, 0.0], [0.1, 0.1, 0.0], [-0.1, -0.1, 0.0], [0.0, -0.1, 0.0], [0.0, 0.1, -0.1], [0.0, 0.1, 0.0], [0.0, -0.1, 0.0], [-0.1, 0.0, -0.1], [0.6, -0.2, 0.6], [-1.1, 1.2, -1.1], [0.4, -0.3, 0.4], [0.2, -0.9, 0.3], [0.1, -0.3, 0.2], [-0.5, 0.2, -0.6], [0.2, -1.4, 0.5], [0.5, 0.2, 0.5], [-0.3, -0.1, -0.3], [0.0, -0.1, 0.0], [0.0, 0.1, -0.1], [0.0, 0.0, 0.0], [0.0, 0.0, -0.1], [0.1, 0.0, 0.1], [0.1, -0.1, 0.1]], "nbo_charge": [1.442, 0.126, -0.123, -0.151, -0.224, 0.423, -0.679, -0.251, 0.220, -0.495, 0.075, -0.178, -0.175, -0.141, -0.090, -0.060, -0.251, 0.094, -0.490, 0.216, -0.153, 0.257, 0.231, 0.233, 0.233, 0.252, 0.246, 0.253, 0.262, 0.228, 0.233, 0.289, -0.112, -0.186, 0.032, -0.514, 0.043, -0.239, -0.135, -0.265, 0.047, -0.401, 0.051, -0.260, 0.241, 0.197, 0.199, 0.253, 0.230, 0.208, 0.210, 0.234, -0.730, 0.051, -0.035, -0.003, -0.187, 0.045, -0.497, 0.049, -0.212, 0.438, 0.394, 0.287, 0.227, 0.246, 0.240]}

***

Record 2
{"formula": "C9H14O", "method": "wB97M-V/def2-TZVPD", "e_tot_ha": -426.1812, "spin_multiplicity": 2, "homo_lumo_gap_ev": [9.67, 5.91], "total_charge": 1, "e_homo_ev": [-13.84, -13.84], "species": ["C", "C", "H", "H", "H", "H", "H", "H", "C", "C", "C", "C", "C", "C", "C", "O", "H", "H", "H", "H", "H", "H", "H", "H"], "positions_angstrom": [[0.546316, 1.484269, 3.521923], [1.882662, 1.501467, 2.860136], [0.518291, 2.247062, 4.152942], [-0.123522, 1.599788, 2.656435], [0.197679, 0.587712, 3.962933], [2.456246, 0.477296, 2.703631], [2.690595, 2.220498, 3.226466], [1.681981, 1.814568, 1.717582], [1.755333, -2.012103, 0.103374], [-0.399915, -0.102053, -2.293136], [0.572671, -1.022321, -1.914885], [-1.487844, 0.319774, -1.481522], [0.582274, -1.423672, -0.561225], [-1.506525, -0.071011, -0.121722], [-0.402019, -0.796406, 0.235118], [-2.331286, 1.368624, -1.829854], [-0.347244, 0.347324, -3.318950], [1.290208, -1.496649, -2.440065], [-2.680168, 1.236488, -2.797452], [-2.270292, 0.218442, 0.500292], [2.607145, -1.237970, 0.020787], [2.161083, -3.016493, -0.387035], [-0.486464, -1.025951, 1.386760], [1.697028, -2.188780, 1.166138]], "forces_ev_per_angstrom": [[-0.3, -2.3, -3.6], [3.2, -0.9, -3.7], [-0.8, 3.3, 2.8], [-0.5, 0.5, 0.8], [0.2, -1.0, 0.9], [-1.3, 1.8, 0.7], [-1.4, -0.9, -0.2], [0.8, -0.4, 2.4], [2.4, -1.5, -1.2], [1.0, -0.6, -2.7], [-3.4, 1.2, 2.1], [-0.8, 2.7, 0.6], [0.2, 1.8, 0.6], [2.7, -0.8, -2.7], [-2.6, -1.0, 5.0], [0.2, -3.2, -2.0], [-0.1, -0.6, 1.0], [2.2, -0.7, -2.7], [1.2, 0.7, 2.2], [-1.4, 0.7, 1.5], [-1.0, -1.1, -0.2], [-0.9, 2.2, 0.7], [0.9, 0.2, -2.3], [-0.6, 0.0, 0.2]], "nbo_charge": [-0.616, -0.608, 0.221, 0.188, 0.209, 0.195, 0.233, 0.181, -0.693, -0.187, -0.176, 0.447, 0.182, -0.212, -0.143, -0.586, 0.256, 0.243, 0.525, 0.258, 0.292, 0.278, 0.252, 0.261]}

***

Record 3
{"formula": "C9H10NO5", "method": "wB97M-V/def2-TZVPD", "e_tot_ha": -779.8172, "smiles": "CCON1CC[C@@H]2C(=O)C(=O)[C@@]21C(=O)[O-]", "homo_lumo_gap_ev": 7.55, "total_charge": -1, "e_homo_ev": -4.62, "species": ["C", "C", "O", "N", "C", "C", "C", "C", "O", "C", "O", "C", "C", "O", "O", "H", "H", "H", "H", "H", "H", "H", "H", "H", "H"], "positions_angstrom": [[-2.228926, 1.808135, 1.122512], [-1.636652, 0.612529, 1.785924], [-1.353905, -0.414800, 0.754828], [-0.501558, 0.113441, -0.359426], [-0.731575, -0.783101, -1.443101], [0.509507, -1.838066, -1.596583], [1.656395, -1.052135, -1.057678], [2.234878, -1.442261, 0.288649], [2.658257, -2.488300, 0.713585], [1.636972, -0.334760, 1.081048], [1.812223, 0.019350, 2.221453], [0.859805, 0.144910, -0.094674], [1.311218, 1.682508, -0.523838], [0.520713, 2.525242, -0.194249], [2.358809, 1.775942, -1.186920], [-2.599816, 2.471561, 1.806755], [-1.384287, 2.255626, 0.562839], [-2.949786, 1.419281, 0.417265], [-2.276357, -0.110204, 2.218101], [-0.635676, 0.785719, 2.363017], [-0.762393, -0.257521, -2.436348], [-1.664215, -1.348673, -1.283650], [0.308741, -2.669896, -0.901663], [0.708071, -2.361117, -2.529899], [2.149560, -0.513414, -1.727951]], "forces_ev_per_angstrom": [[1.9, -1.4, -1.6], [2.9, -1.4, -1.2], [1.7, 0.6, -0.8], [-2.7, -1.0, 1.2], [0.5, -1.8, -2.6], [-1.2, -0.5, 1.7], [-3.4, 0.4, 4.3], [0.8, -1.5, -0.3], [0.1, 0.0, -0.3], [-0.1, 1.0, 1.3], [-0.4, -0.1, -0.4], [2.2, 0.3, -1.8], [2.1, -0.9, -1.1], [-1.4, 1.3, 1.1], [0.1, -0.6, 0.2], [-1.2, 1.8, 1.7], [-0.6, 0.1, 0.2], [-0.5, 0.3, -0.1], [-1.2, 0.2, 2.0], [-2.0, -0.1, -0.7], [-0.2, -0.1, 1.0], [0.3, 0.5, -0.2], [-0.1, 0.2, 0.0], [-0.4, 0.6, -0.5], [2.8, 2.1, -2.6]], "nbo_charge": [-0.682, -0.064, -0.452, -0.173, -0.207, -0.439, -0.332, 0.496, -0.513, 0.483, -0.500, -0.110, 0.807, -0.699, -0.754, 0.195, 0.294, 0.199, 0.185, 0.194, 0.190, 0.218, 0.200, 0.212, 0.255]}

***

Record 4
{"formula": "C18H34BrNO9S3", "method": "wB97M-V/def2-TZVPD", "e_tot_ha": -5206.4886, "homo_lumo_gap_ev": 8.93, "e_homo_ev": -8.64, "species": ["C", "C", "O", "N", "C", "C", "C", "O", "C", "O", "O", "C", "C", "C", "O", "Br", "C", "C", "C", "O", "H", "H", "H", "H", "H", "H", "H", "H", "H", "H", "H", "H", "H", "H", "H", "H", "C", "S", "O", "C", "H", "H", "H", "H", "H", "H", "C", "S", "O", "C", "H", "H", "H", "H", "H", "H", "C", "S", "O", "C", "H", "H", "H", "H", "H", "H"], "positions_angstrom": [[3.323826, 3.249027, -2.672131], [1.958141, 3.139909, -2.065035], [1.643391, 3.835640, -1.127619], [1.038364, 2.213287, -2.654907], [-0.333831, 2.724065, -2.732252], [1.146439, 0.848395, -2.230093], [0.483457, -0.095250, -3.267579], [2.557785, 0.432757, -2.226618], [2.652117, -0.610149, -1.380567], [3.642761, -1.189165, -1.121460], [1.409507, -0.882728, -0.854436], [0.820258, 0.438602, -0.771314], [1.572344, 1.252363, 0.302447], [1.868119, 0.550427, 1.605031], [2.467267, -0.440710, 1.789801], [1.186468, 1.573226, 3.145758], [-0.672414, 0.386839, -0.451722], [-0.992660, -0.782742, 0.468643], [-2.466018, -0.769819, 1.104041], [-1.026163, -0.445911, 1.747069], [3.363618, 4.094562, -3.351714], [4.025861, 3.406175, -1.859206], [3.602405, 2.333336, -3.180264], [-0.605281, 3.357070, -1.889728], [-1.060680, 1.924493, -2.803968], [-0.434374, 3.322032, -3.635606], [0.220377, 0.498603, -4.134975], [1.204930, -0.835187, -3.588524], [-0.373918, -0.633931, -2.883310], [0.956239, 2.111408, 0.539112], [2.506060, 1.673588, -0.062873], [-1.028319, 1.265862, 0.072777], [-1.280420, 0.167099, -1.326012], [-0.624799, -1.761087, 0.171502], [-2.930467, -0.225581, 1.923126], [-2.739703, 0.037822, 0.362603], [-5.786733, -3.194030, 4.686414], [-4.626792, -2.052277, 3.922735], [-4.643587, -2.329797, 2.470198], [-3.137054, -2.801618, 4.591009], [-6.786527, -2.921916, 4.356031], [-5.556281, -4.210901, 4.369237], [-5.723006, -3.107476, 5.771367], [-3.081344, -3.843690, 4.276473], [-3.151108, -2.729285, 5.678764], [-2.284530, -2.251833, 4.196264], [4.000723, -4.018207, -1.940181], [4.471546, -5.403570, -2.977176], [3.539187, -5.416905, -4.134672], [3.921658, -6.686735, -1.844673], [4.222906, -3.104438, -2.480507], [2.933592, -4.069151, -1.723097], [4.577681, -4.039948, -1.016408], [2.859846, -6.556944, -1.635476], [4.502918, -6.630232, -0.924419], [4.087811, -7.648974, -2.323953], [-2.177988, 6.004954, 1.259711], [-1.448423, 4.416275, 0.848436], [-2.177501, 3.890045, -0.337239], [-2.080404, 3.535000, 2.279161], [-1.936227, 6.699492, 0.458405], [-3.259562, 5.899397, 1.343788], [-1.753397, 6.364506, 2.196781], [-3.169222, 3.588362, 2.302746], [-1.656766, 3.957408, 3.190083], [-1.762104, 2.498158, 2.180199]], "forces_ev_per_angstrom": [[0.2, -0.7, 0.3], [0.0, 0.2, 0.5], [-0.2, 0.2, -0.4], [0.4, 0.1, 0.2], [-0.2, 0.4, 0.0], [0.5, -0.7, -0.8], [-0.1, 0.4, 0.2], [0.0, 0.6, 0.1], [-0.7, 0.0, -0.1], [0.6, -0.4, 0.0], [0.6, 0.3, 0.4], [-0.6, 0.0, 0.0], [-0.6, 0.6, 0.0], [-0.1, 0.0, 0.0], [0.1, -0.2, -0.1], [0.1, 0.1, 0.2], [-0.3, -1.7, -0.1], [0.0, -1.5, 0.5], [0.7, 1.9, -1.5], [0.5, 1.3, 0.2], [-0.1, 0.1, -0.1], [0.1, 0.2, 0.0], [0.0, 0.1, -0.3], [0.0, -0.2, 0.1], [0.0, -0.2, 0.0], [0.0, 0.0, -0.1], [-0.2, 0.0, -0.1], [0.1, -0.1, 0.0], [-0.2, 0.0, -0.1], [0.0, 0.2, -0.1], [0.3, -0.3, 0.0], [0.0, 0.3, -0.3], [0.1, 0.5, -0.3], [0.0, 0.0, 0.2], [-1.0, -1.9, 0.7], [0.1, 0.6, 0.7], [0.0, -0.1, 0.1], [0.0, 0.1, 0.2], [-0.2, -0.2, -0.1], [0.1, -0.1, 0.0], [0.0, 0.0, 0.0], [0.0, 0.0, 0.0], [0.0, 0.0, 0.0], [0.0, 0.0, 0.0], [0.0, 0.0, 0.0], [0.0, 0.0, 0.0], [0.0, -0.1, 0.0], [0.1, 0.0, 0.0], [-0.1, 0.0, 0.0], [0.0, -0.1, 0.1], [0.1, 0.0, 0.0], [0.0, 0.0, 0.0], [0.0, 0.0, 0.0], [0.0, 0.0, 0.0], [0.0, 0.0, 0.0], [0.0, 0.0, 0.0], [-0.1, 0.1, 0.0], [0.2, 0.1, 0.3], [-0.2, -0.1, -0.1], [-0.1, -0.1, 0.0], [0.0, 0.0, 0.0], [0.0, 0.0, 0.0], [0.0, 0.0, 0.0], [0.0, 0.0, -0.1], [0.1, 0.0, 0.0], [0.0, 0.0, 0.0]], "nbo_charge": [-0.719, 0.733, -0.562, -0.574, -0.435, 0.537, -0.660, -0.535, 0.980, -0.548, -0.528, 0.201, -0.599, 0.577, -0.462, -0.082, -0.460, 0.214, -0.347, -0.505, 0.247, 0.236, 0.244, 0.251, 0.208, 0.205, 0.234, 0.240, 0.218, 0.270, 0.269, 0.248, 0.230, 0.213, 0.289, 0.162, -0.832, 1.250, -0.978, -0.837, 0.240, 0.231, 0.225, 0.231, 0.225, 0.249, -0.828, 1.248, -0.990, -0.832, 0.249, 0.227, 0.233, 0.229, 0.226, 0.237, -0.829, 1.263, -1.001, -0.835, 0.242, 0.231, 0.231, 0.230, 0.233, 0.244]}